[1]
Computed, not measured: 12 unconnected molecules or ions with the total composition C16H53BFN22O14 in a non-equilibrium geometry, with ωB97M-V with the def2-TZVPD basis set.

As for the total charge: -1. The maximum force is 9.2 eV Å⁻¹. For the energy relative to the best compared isomer or geometry (same formula, charge and spin), the calculation gives 2.7888 eV. The calculation puts the HOMO-LUMO gap at 5.504 eV.

Atoms and positions in Å:
1 O -2.98286 4.21834 -1.89173
2 C -4.07140 4.11812 -2.66116
3 O -5.12550 3.16598 -2.27405
4 C -4.87361 1.81422 -2.79709
5 C -3.74422 0.95254 -1.97291
6 B -2.97828 -0.00150 -3.11977
7 C -1.44045 0.54974 -3.30669
8 C -1.08009 1.11619 -4.80244
9 O -1.70313 0.80987 -5.94442
10 F 0.10656 2.04773 -4.88604
11 H -4.13728 4.85577 -3.59185
12 H -4.50844 1.94227 -3.91661
13 H -5.91558 1.26354 -2.83683
14 H -4.20977 0.21018 -1.16534
15 H -2.97476 1.62520 -1.36713
16 H -3.56524 -0.01306 -4.13795
17 H -2.94748 -1.12699 -2.71943
18 H -1.13960 1.41098 -2.54165
19 H -0.69232 -0.34414 -3.09300
20 C 2.63349 -1.24053 -3.22404
21 O 1.67865 -1.99657 -3.30788
22 N 3.55082 -1.33315 -2.24447
23 N 2.85390 -0.24687 -4.10364
24 H 4.34374 -0.71991 -2.15876
25 H 3.42214 -2.06797 -1.56108
26 H 2.18674 -0.14225 -4.85691
27 H 3.63433 0.38582 -4.05123
28 C 4.59058 0.82640 0.57593
29 O 4.74471 1.01023 -0.62107
30 N 3.47063 0.28771 1.09084
31 N 5.52684 1.14618 1.48741
32 H 3.32524 0.12861 2.07354
33 H 2.74041 0.03262 0.43873
34 H 6.38551 1.55444 1.14181
35 H 5.41828 1.00245 2.47720
36 C 5.00548 -2.29135 3.18533
37 O 5.35963 -1.14431 3.40721
38 N 4.41582 -2.66076 2.03404
39 N 5.17301 -3.28879 4.07229
40 H 4.11723 -3.60021 1.83302
41 H 4.27087 -1.94004 1.33898
42 H 5.61317 -3.05344 4.95224
43 H 4.88799 -4.23948 3.90777
44 C -3.22222 -0.26254 1.53937
45 O -3.06809 -0.07871 0.34237
46 N -4.34217 -0.80123 2.05429
47 N -2.28597 0.05724 2.45086
48 H -4.48756 -0.96033 3.03698
49 H -5.07240 -1.05631 1.40218
50 H -1.42729 0.46550 2.10526
51 H -2.39453 -0.08648 3.44065
52 C -8.19651 -0.35143 1.92383
53 O -7.35512 -0.81618 1.17122
54 N -9.36247 -0.97049 2.18251
55 N -8.03322 0.82154 2.56190
56 H -10.06761 -0.60358 2.79919
57 H -9.52538 -1.85660 1.72226
58 H -7.16902 1.32023 2.39486
59 H -8.71455 1.22055 3.18536
60 C 8.11159 -5.64800 4.74195
61 O 7.15674 -6.40405 4.65811
62 N 9.02891 -5.74062 5.72152
63 N 8.33199 -4.65434 3.86235
64 H 9.82184 -5.12739 5.80724
65 H 8.90023 -6.47545 6.40491
66 H 7.66484 -4.54973 3.10909
67 H 9.11243 -4.02166 3.91476
68 C 2.15103 3.25841 3.17741
69 O 1.83358 2.09522 2.98615
70 N 1.43340 4.08999 3.95400
71 N 3.24691 3.81295 2.62862
72 H 1.67872 5.05085 4.12341
73 H 0.60040 3.71223 4.38639
74 H 3.81530 3.22118 2.03685
75 H 3.52471 4.76884 2.77428
76 C 7.78820 -2.62806 0.86935
77 O 7.17840 -3.41534 1.57553
78 N 8.91850 -2.95876 0.21922
79 N 7.38460 -1.35913 0.67809
80 H 9.43465 -2.32439 -0.36670
81 H 9.25700 -3.90495 0.33623
82 H 6.53784 -1.06919 1.14964
83 H 7.87328 -0.69612 0.10040
84 C -7.74901 -0.07525 -5.20475
85 O -7.21053 0.32941 -4.18658
86 N -7.85781 0.67358 -6.31697
87 N -8.28201 -1.30624 -5.30574
88 H -8.29772 0.35789 -7.16488
89 H -7.46947 1.60718 -6.28334
90 H -8.22149 -1.90254 -4.49076
91 H -8.72951 -1.65738 -6.13554
92 C -11.06422 -1.36337 -0.96737
93 O -11.27268 -2.28565 -0.19516
94 N -12.02981 -0.82252 -1.73204
95 N -9.85014 -0.80529 -1.12298
96 H -11.87753 -0.06281 -2.37374
97 H -12.95887 -1.21356 -1.64551
98 H -9.09488 -1.18295 -0.56585
99 H -9.65883 -0.04528 -1.75378
100 C 7.00949 4.49698 0.45260
101 O 7.56371 3.41081 0.51114
102 N 5.70736 4.63347 0.14366
103 N 7.65125 5.65484 0.69164
104 H 5.23335 5.51926 0.09049
105 H 5.18727 3.78614 -0.04365
106 H 8.63325 5.59682 0.92778
107 H 7.21207 6.55892 0.64829

Atomic forces in eV per Å
O -6.5320 -0.1833 -4.7972
C 4.1878 -1.1807 4.8833
O 2.3424 3.4395 -1.4417
C 0.9198 -1.9051 -0.7624
C -1.2091 0.2122 0.3177
B 0.0449 0.6352 1.2896
C 2.8020 1.1316 -0.7044
C -3.1236 -2.2547 -4.5212
O 4.7893 2.6009 7.3762
F -2.3347 -1.7838 -0.0262
H -0.4295 -1.8846 1.7584
H -0.7579 -0.3038 2.1143
H 2.3480 1.3916 0.2167
H 0.4105 2.2444 -2.1695
H -1.8867 -1.0831 -1.3912
H -0.5128 0.0919 -0.9068
H 0.2371 -0.6853 0.2260
H -0.4619 -1.6664 -1.7160
H -1.1007 1.8741 -0.7825
C -0.8374 -0.4586 -0.2165
O 0.0544 -0.1171 0.0289
N 0.9265 -0.6116 1.2635
N 0.0104 0.7559 -1.2160
H -0.2097 0.1174 0.1833
H 0.0374 0.2975 -0.3562
H 0.1339 0.0953 0.3381
H -0.2190 -0.0813 0.1030
C -0.4038 -0.1646 0.2155
O 0.3313 0.2412 -0.7870
N -0.8370 -0.8414 -0.2929
N 1.1468 0.7659 0.4314
H -0.0124 0.2362 0.0005
H 0.0853 0.2346 0.1828
H -0.1501 0.1782 0.0614
H -0.0458 -0.3433 -0.0678
C -0.1264 -0.5766 -0.1859
O 0.2452 0.8399 0.1099
N -0.7497 0.2586 -0.9106
N 0.2169 -0.3696 1.1636
H 0.1932 0.1578 0.0435
H -0.0899 -0.2340 0.1922
H -0.1470 -0.1818 -0.3787
H 0.1640 0.1143 0.0023
C 0.0714 0.0921 -1.5641
O 0.5208 -0.5354 1.5547
N -1.3889 -0.6532 0.2647
N 1.5655 0.6383 1.0159
H 0.0477 0.0264 -0.2285
H 0.0060 0.1408 0.2295
H -0.3047 -0.1394 0.1432
H 0.0235 0.0211 -0.2240
C 0.2176 -0.2234 -0.1966
O 0.0136 -0.2068 -0.2158
N -0.8459 -0.9572 0.0797
N 0.6759 1.2941 0.5228
H 0.1290 -0.0642 -0.1967
H -0.1959 0.2698 0.0904
H -0.2830 -0.1346 -0.0002
H 0.1273 -0.1141 -0.1667
C -0.3936 0.1332 -0.5785
O -0.2545 -0.2065 0.1267
N 0.8902 -0.6079 1.5306
N -0.1280 0.2993 -0.6061
H -0.1937 -0.1194 -0.0493
H 0.0855 0.3183 -0.2675
H 0.2065 0.3302 -0.0671
H -0.1969 -0.1017 -0.0013
C -0.2315 -0.7976 -0.2056
O -0.0039 -0.0392 0.1564
N -1.0659 0.5655 1.0153
N 1.2506 0.2044 -0.7532
H -0.0671 -0.2062 -0.0751
H 0.3107 0.1858 -0.2062
H -0.1047 0.1997 0.1954
H -0.0641 -0.2177 -0.0308
C -0.3936 0.4107 0.0660
O 0.0297 -0.4182 0.1368
N 1.3182 -0.9332 -0.4498
N -0.6072 0.6022 0.1224
H -0.1536 -0.1073 0.1047
H -0.1232 0.3724 -0.1087
H 0.2636 0.1453 0.0269
H -0.1420 -0.1051 0.0644
C 0.6917 0.3774 1.0298
O -0.6172 -0.1692 -0.3235
N -0.0691 1.2623 -1.1006
N -0.6766 -1.5194 0.3033
H 0.1570 0.0345 0.1803
H -0.0601 -0.4014 -0.0236
H 0.0560 0.1980 -0.3281
H 0.1558 0.0663 0.1613
C 0.7228 -0.0616 0.2461
O -0.2131 -0.3696 0.3794
N -1.6139 0.2838 -0.6869
N 0.8323 0.0549 0.1709
H 0.0357 -0.1652 0.1338
H 0.3943 0.1827 -0.0628
H 0.0552 0.2486 -0.2157
H 0.1089 -0.1295 0.0591
C -0.0659 -0.5700 -0.0865
O 0.2244 -0.2348 0.1224
N -1.2338 -0.3189 -0.1368
N 1.1790 1.0273 0.3867
H 0.1003 -0.1748 -0.0587
H 0.0997 0.1619 -0.1496
H -0.4017 0.0542 -0.1013
H 0.0768 -0.2024 -0.0248

Mulliken population analysis, charges in e, atoms 1 to 4: -0.49, 0.19, -0.34, -0.11

***

[2]
Computed, not measured: a molecular structure, C16H54BN11O8Pd in a non-equilibrium geometry, with ωB97M-V with the def2-TZVPD basis set.

The spin multiplicity is 4. As for the total charge: +3. The maximum force is 5.4 eV Å⁻¹. Its expectation value of S² is 3.757. The calculation puts the HOMO-LUMO gap (spin up / spin down) at 8.099 / 4.089 eV.

Atoms and positions in Å:
1 N 2.83895 -0.56178 -2.57355
2 H 2.30319 -0.18480 -1.80481
3 H 3.15519 0.22144 -3.12732
4 H 2.27441 -1.11399 -3.20319
5 H 3.59236 -1.16023 -2.26641
6 Pd 0.59242 2.53026 -0.38555
7 B 1.24678 0.13035 -0.19456
8 H 2.31536 0.24231 -0.09536
9 H 0.70506 0.74268 0.50959
10 H 0.93121 0.34870 -1.20301
11 H 1.05328 -0.91022 0.01526
12 C -1.69940 -4.09765 -1.50362
13 O -1.01449 -3.69909 -2.65122
14 C -0.81017 -2.25726 -2.50719
15 C -0.42672 -1.57765 -3.80990
16 N 0.88140 -1.99411 -4.25035
17 C 1.14338 -1.38512 -5.53060
18 C 2.43650 -1.83038 -6.13894
19 O 2.31168 -3.24010 -6.44896
20 C 3.59581 -3.83808 -6.65510
21 H -1.27070 -3.73336 -0.57002
22 H -1.79569 -5.18295 -1.53460
23 H -2.69723 -3.65908 -1.49429
24 H -0.04978 -2.07564 -1.74763
25 H -1.69490 -1.77189 -2.09517
26 H -0.56513 -0.49739 -3.76548
27 H -1.09199 -1.86725 -4.62331
28 H 0.92942 -2.97880 -4.46985
29 H 1.26501 -0.32558 -5.30546
30 H 0.38119 -1.59581 -6.28078
31 H 3.20900 -1.53047 -5.43085
32 H 2.49684 -1.23120 -7.04748
33 H 4.02723 -3.29155 -7.49372
34 H 3.74402 -4.84582 -7.04317
35 H 4.33961 -3.67160 -5.87590
36 C -5.93145 1.85221 1.38659
37 O -4.81910 0.94016 1.44829
38 C -3.82808 1.20079 2.44551
39 C -2.64081 0.32203 1.97651
40 N -2.15703 -0.57192 3.10771
41 C -1.22185 -1.55741 2.65844
42 C -0.82307 -2.35211 3.91548
43 O -0.51524 -1.51066 4.97761
44 C -0.13628 -2.20403 6.15022
45 H -6.54782 1.90019 2.28430
46 H -6.67858 1.57353 0.64346
47 H -5.70537 2.89361 1.15755
48 H -4.14171 0.80199 3.41023
49 H -3.59460 2.25027 2.62491
50 H -1.81282 0.91738 1.59166
51 H -2.90420 -0.30868 1.12743
52 H -1.61840 -0.18360 3.86875
53 H -0.33124 -1.12005 2.20720
54 H -1.54457 -2.19384 1.83448
55 H 0.04784 -2.90481 3.56313
56 H -1.45242 -3.17611 4.25170
57 H -0.86501 -2.94504 6.47880
58 H 0.10189 -1.46766 6.91778
59 H 0.85749 -2.64967 6.10642
60 C -0.78994 3.79087 2.41270
61 O -0.24105 3.24616 1.46783
62 N -1.40090 4.91522 2.25528
63 N -0.86172 3.19130 3.55176
64 H -1.45561 5.52741 1.45382
65 H -1.71778 5.31916 3.12505
66 H -1.28687 3.69178 4.31913
67 H -0.27146 2.38072 3.67280
68 C 2.11511 0.34972 3.39912
69 O 1.80103 1.54292 3.15211
70 N 2.49919 -0.08813 4.56327
71 N 2.24973 -0.50749 2.42550
72 H 2.82622 -1.04108 4.63418
73 H 2.52214 0.61113 5.29170
74 H 1.94653 -0.24281 1.49916
75 H 2.59958 -1.43279 2.62929
76 C 3.40693 3.51791 0.94911
77 O 2.53432 2.92906 0.34055
78 N 4.06657 4.47644 0.44377
79 N 3.88898 3.15338 2.11969
80 H 3.66233 4.80810 -0.42034
81 H 4.74953 5.01691 0.95520
82 H 4.58179 3.67532 2.63709
83 H 3.49565 2.26599 2.39882
84 C -2.28648 1.53339 -1.76984
85 O -1.39627 1.78745 -0.96011
86 N -2.22189 1.81474 -3.01214
87 N -3.44156 1.06832 -1.43288
88 H -2.88964 1.28676 -3.55569
89 H -1.36705 2.15003 -3.43277
90 H -4.11704 0.88959 -2.16218
91 H -3.59115 0.75911 -0.48308

Atomic forces in eV per Å
N 1.0813 0.3858 -0.6357
H -0.4186 -0.0408 0.7646
H 0.7083 0.2408 -0.0838
H -1.6253 -1.2763 -0.8193
H 0.5086 0.0991 0.2207
Pd -0.3426 -0.9623 1.3013
B 0.6075 0.0253 -1.1236
H 3.7641 0.8484 0.3800
H -2.3674 2.8699 3.1302
H -1.4400 0.8834 -4.0162
H -1.3752 -3.6139 0.7470
C -0.9519 -0.6522 0.0626
O 0.5891 2.5194 0.0508
C -0.0120 -0.5982 -0.4232
C -0.8584 -1.6359 -0.1356
N 1.2039 0.4802 0.0491
C 0.5124 0.3468 -0.2440
C -0.9356 -0.7603 -0.5249
O 0.6311 0.3047 1.2597
C 1.5087 1.4244 -1.5662
H 0.6935 -0.2540 0.1609
H 0.1211 0.1175 0.2603
H -0.4216 -0.0869 -0.1826
H 0.3722 -0.1419 0.0451
H -0.5437 -0.1389 -0.1382
H 0.6094 0.2012 0.3677
H -0.7686 -0.1478 0.1967
H -0.3497 -0.5882 0.6318
H -0.3681 0.4560 -0.6301
H -0.4986 0.3191 0.1232
H 0.7591 -0.6426 -0.1521
H 0.6901 -0.1607 -0.2605
H 0.2614 0.3058 -0.2449
H -1.4863 -0.3576 0.6264
H -0.4703 -0.0790 0.6868
C -0.9710 0.4550 0.3190
O -0.1965 1.0029 -0.0842
C -0.4638 -1.1674 -0.5201
C -0.8152 0.0015 1.6521
N 2.1735 1.4551 -4.3653
C -1.1139 -1.9909 1.4933
C 1.4379 -1.4864 -0.7956
O -0.2627 0.7171 -0.4957
C 1.0693 0.3444 1.0557
H 0.4519 -0.3664 0.5376
H 0.6104 -0.6551 -0.3268
H 0.8216 -0.0307 -0.0534
H -0.3294 0.0218 0.1564
H 0.1094 0.1248 -0.5578
H 0.6313 0.1250 0.4823
H -0.3484 -0.2900 0.4174
H -0.9305 0.8341 1.6215
H 0.4063 0.9603 0.2708
H -0.6416 -0.1022 0.1764
H 0.6125 -0.1126 0.1871
H -0.9457 0.3314 -0.3273
H -0.1083 0.1717 -0.0515
H -0.9335 0.2223 0.0792
H -0.0088 -0.6221 -0.8785
C 0.3976 -0.2791 -2.5344
O 1.5645 -1.6261 -2.4708
N -2.0051 3.5033 1.3449
N -0.4966 -1.1761 3.0447
H 0.3958 -0.6082 -0.0678
H -0.2679 0.5185 -0.3710
H 0.3240 -0.5252 0.2715
H 0.3467 0.1945 0.2881
C 0.1940 2.9681 -0.9999
O -0.6884 -0.7903 0.7140
N 0.1751 -0.1644 2.3520
N -0.2422 -2.2587 -1.7318
H 0.0622 0.4483 0.7089
H 0.2520 -0.6110 0.2927
H 0.4695 -0.3019 0.3768
H -0.0873 0.1043 -0.4844
C 1.6452 -0.6047 2.6656
O -2.5298 -1.6983 -1.8587
N 1.1155 4.1609 -3.2423
N -0.7665 -1.8045 1.2353
H 0.6298 0.6024 0.0627
H -0.1276 -0.0435 -0.3803
H -0.1944 -0.4050 -0.1417
H 0.0835 0.2601 1.0480
C 0.7864 0.9038 1.4370
O 1.6612 0.3997 1.9721
N 0.8423 0.4441 -4.6579
N -2.4857 -1.8046 1.7274
H 0.4403 0.6199 -0.8427
H -0.3165 -0.1159 -0.0677
H -0.2583 -0.0836 0.6457
H -0.5618 0.1396 -0.2123

Mulliken population analysis, charges in e, atoms 1 to 4: -0.07, -0.29, 0.50, 0.21